Record 1
8
Properties=species:S:1:pos:R:3:forces:R:3 method="wB97M-V/def2-TZVPD" spin_multiplicity=1 homo_ev=-10.439 molar_mass_g_mol=93.11 gap_ev=10.8 lumo_ev=0.386
N 1.30109 -1.33883 -0.10537 -2.202 1.195 -0.498
S 0.52955 -0.00707 0.06180 0.163 -0.018 -0.621
O 1.23037 1.13504 0.58783 -0.239 -0.104 0.085
C -1.22637 0.33796 -0.05478 1.035 -0.818 0.443
O -0.35128 0.32726 -1.23649 1.023 -0.344 -0.200
H 2.01367 -1.35617 0.60456 0.335 0.091 0.450
H -1.98357 -0.43142 -0.10638 -0.008 -0.085 0.187
H -1.51346 1.33323 0.24882 -0.108 0.083 0.154

***

Record 2
46
Properties=species:S:1:pos:R:3:forces:R:3 method="wB97M-V/def2-TZVPD" spin_multiplicity=1 homo_ev=-11.362 molar_mass_g_mol=277.29 gap_ev=8.8 total_charge=+1 lumo_ev=-2.563
O -0.09533 0.36864 -3.13802 -1.527 0.168 -0.453
C -1.20108 0.57938 -3.60241 -0.509 -0.627 1.067
C -2.44411 0.81739 -2.78455 -0.586 0.927 -0.040
C -2.32334 1.78542 -1.51998 0.877 -1.566 -2.123
C -1.71359 1.04230 -0.37711 -1.283 -0.312 -0.247
C -2.44336 0.25045 0.41554 -0.965 1.174 1.616
N -2.02643 -0.30616 1.58717 1.524 0.242 -1.285
N -0.27515 1.09865 -0.18915 -0.372 0.124 -2.263
H -1.41825 0.60313 -4.67313 0.548 -0.052 -0.419
H -3.20162 1.16653 -3.51326 0.309 0.282 0.421
H -2.93906 -0.04965 -2.34285 0.574 -0.572 -0.389
H -1.69248 2.62254 -1.78806 -0.116 0.527 0.015
H -3.36451 2.05655 -1.46717 -0.130 0.541 1.098
H -3.53475 0.29182 0.32597 0.407 -0.125 -0.316
H -2.63003 -0.62339 2.28758 -1.031 -0.714 0.477
H -1.07813 -0.62921 1.63526 0.140 -0.171 0.416
H 0.18527 1.30810 -1.10221 -0.073 -0.565 0.428
H 0.01708 1.85157 0.38579 0.407 0.752 1.130
H 0.09637 0.21828 0.16168 0.679 -0.073 0.261
H 2.06077 -0.16037 -2.49177 0.206 0.573 0.140
H 1.57700 0.93889 -3.39332 0.819 0.003 0.520
O 2.27188 0.76271 -2.72531 -0.358 -0.117 -0.553
H -1.07109 -2.62362 3.61142 -0.026 0.128 0.571
H 0.24899 -2.34022 2.77990 -0.864 -0.756 0.287
O -0.62286 -2.82494 2.79606 1.169 0.618 -0.511
H 4.22767 -0.74148 -2.12072 0.031 0.824 0.428
H 3.96491 0.72969 -1.54944 0.318 -1.827 -0.098
O 4.20770 -0.20802 -1.30464 -0.044 0.717 0.040
H 1.02210 0.93099 4.70099 -0.222 -0.168 1.741
H 1.24137 2.08688 3.73280 0.136 1.393 0.181
O 1.15779 1.15824 3.80902 0.094 -1.242 -1.797
H 1.39984 -2.45721 -0.69978 0.187 0.091 0.178
H 0.10119 -1.86580 -1.09564 -0.931 -0.137 -0.529
O 0.89126 -1.64106 -0.62380 0.490 -0.245 -0.189
H 1.74136 4.43495 -0.79375 -0.979 -0.490 0.000
H 0.82592 4.16821 0.35038 -0.247 0.514 2.512
O 0.86532 4.04592 -0.56158 1.152 -0.098 -2.439
H 2.65841 -2.11530 2.40431 1.251 -0.374 -0.705
H 2.39791 -2.47222 3.95395 -0.356 0.647 -2.010
O 2.03373 -2.08136 3.10055 -0.710 -0.425 2.930
H -2.75427 -4.42935 1.24436 0.124 1.527 0.233
H -1.94372 -3.17434 1.74316 0.616 -0.195 0.187
O -2.76263 -3.44050 1.32399 -0.983 -1.414 -0.722
H 1.68088 -0.05407 2.26537 0.250 0.294 1.654
H 2.28619 -0.34343 0.89443 0.406 -0.108 -0.442
O 1.48882 -0.08388 1.34780 -0.400 0.308 -1.000

***

Record 3
15
Properties=species:S:1:pos:R:3:forces:R:3 method="wB97M-V/def2-TZVPD" spin_multiplicity=1 homo_ev=-8.904 molar_mass_g_mol=120.18 gap_ev=9.6 lumo_ev=0.698
H 0.76336 -0.23579 2.21426 0.308 -0.404 -0.237
N 0.11653 -0.48277 1.46629 -0.920 0.607 0.812
C 0.50758 -0.11973 0.33787 0.836 -0.044 -1.347
C -0.32394 -0.18952 -0.93860 0.948 -0.724 0.145
C -1.74198 -0.52380 -0.68729 -0.089 0.146 0.732
S -2.74050 0.83270 -0.08820 -0.274 0.547 0.615
N 1.80167 0.36648 -0.00510 -1.269 -0.007 -1.325
O 2.66398 0.42346 1.04093 1.164 -0.020 1.461
H -0.22894 0.73839 -1.46886 0.174 0.517 -0.281
H 0.08951 -0.99057 -1.57702 0.113 0.259 0.106
H -2.25616 -0.73783 -1.58393 -0.382 -0.479 -1.215
H -1.73789 -1.40919 -0.08223 -0.532 -0.333 0.639
H -2.02090 1.23239 0.98402 -0.062 -0.324 -0.224
H 2.18650 -0.25535 -0.72093 0.021 0.369 0.140
H 2.92118 1.35113 1.10878 -0.036 -0.111 -0.021

***

Record 4
10
Properties=species:S:1:pos:R:3:forces:R:3 method="wB97M-V/def2-TZVPD" spin_multiplicity=1 homo_ev=-8.823 molar_mass_g_mol=84.08 gap_ev=9.7 lumo_ev=0.830
O -1.81847 -0.46009 1.36550 0.031 -0.164 -0.367
C -0.75964 -0.19877 0.57863 -0.030 -0.006 -0.551
C 0.51057 -0.93130 0.56981 0.097 0.112 -0.783
C 1.23670 -0.06782 -0.25919 0.195 0.899 0.021
N 0.47478 0.93587 -0.72067 0.220 0.226 -0.038
N -0.78170 0.86234 -0.18919 -0.067 -0.104 0.256
H -2.49964 0.19792 1.14357 0.198 -0.195 0.125
H 0.77305 -1.53454 -0.41810 -0.736 -1.153 1.709
H 2.29614 -0.16988 -0.44324 -0.094 -0.001 -0.656
H 0.56822 1.36628 -1.62711 0.185 0.386 0.283